{"formula": "C5H11N3S", "method": "wB97M-V/def2-TZVPD", "symbols": ["S", "H", "H", "C", "H", "H", "H", "C", "N", "H", "C", "H", "N", "H", "H", "H", "H", "C", "C", "N"], "xyz": [[-2.780, 2.333, -0.733], [0.211, -0.756, 0.876], [2.232, 1.197, 1.438], [-0.055, -0.110, 0.012], [-3.316, -0.164, -0.627], [1.257, -0.763, -1.663], [1.414, 2.837, 1.455], [-2.503, -0.615, -0.062], [-1.379, 0.345, 0.068], [0.171, -1.949, -1.146], [1.380, 1.728, 1.328], [-0.329, -0.489, -2.182], [-0.302, 2.140, -0.448], [1.648, 1.271, -0.724], [-2.695, -0.734, 0.986], [-2.178, -1.531, -0.661], [0.838, 1.304, 2.157], [0.723, 1.279, -0.037], [0.298, -0.865, -1.388], [-1.406, 1.580, -0.437]], "forces_ev_per_angstrom": [[-2.64, 1.26, -0.85], [-0.16, 0.47, -0.51], [3.44, -0.93, -0.04], [3.43, -0.37, -1.80], [-0.03, 0.14, 0.42], [3.60, 0.70, -0.71], [0.37, -1.00, -0.29], [1.34, 0.17, -1.03], [-0.98, -2.10, 0.03], [-0.31, 0.67, -0.86], [-3.58, 1.20, -0.64], [-0.39, -0.17, -0.20], [1.16, 2.39, -1.18], [-1.85, -0.06, 0.38], [-1.03, -1.13, 0.20], [-0.28, 1.04, 1.22], [-0.98, 0.24, 0.42], [1.96, -1.50, 1.36], [-3.70, -1.26, 3.40], [0.61, 0.24, 0.67]], "relative_energy_ev": 3.267, "smiles": "C[C@@H]1N=[N+]([S-])N(C)[C@H]1C", "homo_energy_ev": -8.3, "charge": 0}

---

{"formula": "C2H3FSi", "method": "wB97M-V/def2-TZVPD", "symbols": ["H", "C", "H", "C", "F", "Si", "H"], "xyz": [[0.361, -1.733, 0.160], [-0.102, 0.989, 0.027], [0.018, 1.953, -0.546], [-1.953, 0.507, 0.261], [-1.879, -0.774, 0.291], [1.029, -0.344, 0.098], [2.526, -0.598, -0.290]], "forces_ev_per_angstrom": [[0.65, 1.01, 0.41], [-2.34, -0.85, -0.97], [-0.05, -0.90, 1.37], [4.16, 1.03, -0.62], [-0.56, -0.26, 0.24], [-0.59, -0.76, -0.89], [-1.27, 0.73, 0.46]], "relative_energy_ev": 6.289, "homo_energy_ev": -8.9, "charge": 0}

---

{"formula": "C18H33BF2I2N2O11P", "method": "wB97M-V/def2-TZVPD", "symbols": ["C", "C", "H", "H", "H", "H", "C", "C", "H", "O", "H", "C", "H", "C", "O", "C", "P", "H", "O", "H", "I", "N", "H", "O", "N", "H", "H", "H", "C", "O", "H", "C", "B", "H", "H", "O", "H", "O", "H", "H", "C", "F", "H", "H", "H", "H", "O", "H", "H", "H", "C", "C", "C", "H", "C", "O", "H", "C", "O", "C", "H", "I", "C", "H", "C", "O", "F", "H", "H", "H"], "xyz": [[-1.313, 3.937, 1.435], [-6.189, 2.903, 0.304], [-5.174, 2.688, 3.309], [1.578, -8.451, -1.557], [0.859, -4.132, -0.273], [-6.409, 2.986, -0.745], [-1.983, -0.898, -0.391], [-3.708, 2.438, 0.376], [-0.517, -3.877, -2.351], [1.555, -6.998, -3.035], [8.343, 1.362, -1.757], [3.872, -0.308, 0.891], [-3.965, 3.926, 2.907], [7.280, 1.575, -1.659], [1.230, -4.873, -2.912], [-1.946, -1.860, 0.763], [-2.421, 1.291, 1.310], [2.172, -3.234, -1.023], [4.716, 0.989, -1.269], [-5.878, 3.864, 0.691], [-5.642, 0.182, -0.737], [-1.738, 0.518, -0.278], [-2.096, 0.444, 3.879], [0.116, 1.754, 3.185], [-1.030, 2.588, 1.293], [-0.906, -2.093, 0.933], [-3.431, 0.241, 1.304], [-5.251, 1.475, 1.548], [-0.346, 0.673, -0.414], [5.267, -0.063, 0.649], [3.365, 0.620, 1.146], [1.252, -8.317, -2.588], [-3.159, 1.814, 3.071], [-2.326, -1.436, 1.679], [3.816, -0.989, 1.734], [-2.134, -1.355, -1.508], [-4.030, 3.231, 4.491], [6.842, 0.821, -0.524], [0.302, 1.400, -2.274], [7.524, 3.393, -0.533], [7.059, 3.060, -1.462], [1.192, 2.727, 1.554], [-0.387, 2.674, -1.219], [0.758, -2.911, -3.074], [-1.508, 0.400, 1.987], [0.638, -2.420, -0.662], [-0.062, -6.239, -1.658], [1.804, -8.997, -3.231], [-3.820, 3.429, 0.789], [1.197, 1.982, -0.904], [0.055, 2.287, 2.125], [5.521, 0.621, -0.458], [-5.120, 1.827, 0.537], [7.486, 3.622, -2.292], [0.203, 1.775, -1.265], [-2.833, 1.017, 4.118], [-2.465, -2.769, 0.525], [-4.143, 3.003, 3.437], [-1.621, 4.732, 0.568], [1.087, -3.353, -1.001], [6.784, 1.215, -2.561], [-3.397, 2.917, -1.738], [0.559, -3.715, -2.370], [-7.103, 2.611, 0.803], [0.819, -6.043, -2.451], [0.445, -0.063, 0.161], [-1.222, 4.380, 2.714], [3.394, -0.765, 0.029], [5.996, 3.291, -1.401], [0.188, -8.525, -2.672]], "forces_ev_per_angstrom": [[-0.64, 1.42, -2.67], [-0.06, -0.54, 0.15], [-0.31, 0.10, -0.17], [-0.10, 0.01, 0.04], [-0.10, 0.00, -0.02], [-0.02, 0.29, -0.46], [-0.39, -0.42, -1.01], [-0.06, -1.14, -0.93], [0.01, -0.13, 0.03], [0.07, -0.15, -0.06], [0.01, -0.10, 0.14], [-0.25, -0.06, 0.11], [-0.09, 0.25, -0.41], [0.18, 0.22, -0.25], [0.04, 0.04, -0.11], [-0.03, 0.51, 0.35], [-2.11, -1.01, 0.43], [-0.01, 0.10, -0.08], [-0.13, 0.10, -0.17], [0.15, 0.26, 0.12], [0.16, -0.28, 0.25], [0.56, -0.48, -0.04], [0.15, -0.29, -0.05], [-0.17, -0.02, -0.43], [0.79, 1.26, 0.94], [0.44, -0.03, 0.07], [0.17, 0.13, -0.13], [0.24, -0.44, 0.19], [0.29, 0.40, 0.17], [-0.01, -0.09, 0.10], [-0.05, 0.01, -0.12], [0.04, -0.17, -0.04], [-0.09, 0.67, -0.04], [-0.13, 0.01, 0.25], [0.16, 0.01, 0.03], [0.18, 0.23, 0.36], [0.02, 0.01, 0.34], [0.16, -0.03, -0.01], [-0.23, -0.02, -0.43], [0.09, 0.00, -0.03], [-0.16, 0.04, 0.14], [0.33, 0.23, -0.07], [-0.33, 0.17, -0.26], [0.10, -0.11, -0.11], [0.17, 0.28, 0.03], [0.04, 0.05, -0.05], [-0.15, -0.10, 0.18], [0.07, 0.09, -0.05], [0.40, 0.20, 0.26], [0.39, 0.11, 0.07], [0.04, -0.47, 0.58], [0.02, -0.12, 0.14], [0.01, 1.28, -0.41], [0.03, -0.02, -0.01], [0.08, -0.03, 0.32], [0.09, -0.02, 0.19], [-0.34, -0.32, -0.29], [0.28, -0.38, 0.42], [0.40, -1.54, 1.84], [0.10, -0.21, 0.14], [-0.12, -0.01, 0.06], [-0.03, 0.10, 0.40], [-0.17, 0.41, 0.20], [-0.35, -0.08, 0.13], [0.06, 0.19, -0.13], [-0.06, -0.39, -0.10], [0.19, -0.09, 0.06], [0.00, 0.11, -0.08], [-0.02, -0.04, -0.07], [-0.03, 0.05, 0.08]], "relative_energy_ev": 0.000, "homo_energy_ev": -5.3, "charge": -1}

---

{"formula": "C5H10N2", "method": "wB97M-V/def2-TZVPD", "symbols": ["N", "H", "H", "C", "C", "C", "N", "H", "H", "H", "C", "H", "H", "H", "H", "C", "H"], "xyz": [[-1.989, 1.589, 1.001], [-0.675, -0.643, 1.553], [-0.688, -2.188, -1.638], [-0.008, -0.076, 0.948], [-0.483, -1.912, -0.531], [0.263, -0.856, -0.287], [0.949, -0.182, -1.338], [-2.720, 2.016, 1.683], [-0.335, 1.897, 1.885], [-0.153, 1.929, 0.126], [-0.483, 1.329, 0.994], [-2.569, 1.148, 0.267], [2.891, 0.522, -1.103], [-1.104, -2.245, 0.293], [0.872, 0.045, 1.651], [2.240, -0.326, -1.368], [2.593, -1.281, -0.894]], "forces_ev_per_angstrom": [[-2.84, -0.64, -0.74], [-0.68, -0.66, 0.38], [0.67, -0.18, 2.26], [2.41, 0.16, 2.83], [-1.18, -0.75, -1.92], [-1.23, 0.13, -2.32], [2.25, 1.96, 1.22], [3.05, -1.09, -0.99], [1.56, -0.15, 0.75], [0.44, -0.38, 0.48], [-3.78, 2.88, -1.49], [1.00, 0.35, 0.53], [0.16, 0.19, -2.35], [-0.15, -0.44, -0.46], [-0.07, -0.68, -1.02], [-1.83, -1.23, 3.25], [0.23, 0.54, -0.41]], "relative_energy_ev": 4.567, "smiles": "C=NC(=C)CCN", "homo_energy_ev": -8.4, "charge": 0}

---

{"formula": "C35H46As2N7O8V", "method": "wB97M-V/def2-TZVPD", "symbols": ["H", "H", "C", "H", "H", "H", "H", "H", "N", "C", "H", "C", "C", "C", "C", "O", "C", "C", "C", "H", "C", "C", "N", "H", "H", "C", "C", "H", "H", "C", "C", "N", "C", "C", "N", "H", "H", "N", "O", "H", "C", "H", "H", "N", "H", "H", "H", "C", "H", "N", "C", "H", "H", "H", "O", "H", "C", "H", "H", "H", "O", "H", "C", "H", "C", "O", "C", "C", "H", "O", "C", "H", "C", "O", "H", "C", "C", "H", "C", "H", "O", "H", "H", "C", "H", "V", "H", "H", "C", "H", "C", "H", "H", "As", "H", "H", "As", "C", "C"], "xyz": [[-3.485, -0.482, -3.505], [-0.721, 1.988, -4.516], [-0.606, -1.513, 1.158], [2.250, -1.735, 4.825], [3.065, 2.955, -0.500], [-5.253, -1.932, -4.475], [-4.769, 0.782, 1.285], [-0.862, 3.966, 1.946], [1.195, 4.227, -1.415], [1.210, 4.624, -0.017], [3.978, 1.168, -1.786], [-2.013, 1.588, -0.145], [0.941, 2.952, -1.816], [-2.139, -0.823, 5.075], [-0.390, -0.645, -1.744], [0.101, 1.856, 5.314], [-0.048, -3.778, 1.485], [0.216, 0.806, 4.739], [2.578, 1.989, -0.370], [1.736, -4.066, -1.771], [0.187, 1.862, -3.927], [-0.707, 0.454, 3.597], [1.347, 1.875, -1.158], [0.136, 0.918, -3.406], [4.378, 0.956, -0.069], [-2.386, 3.699, -1.105], [1.358, -1.283, 4.400], [1.513, 5.839, -2.734], [0.491, -1.894, 4.646], [3.660, -1.469, -0.919], [-3.113, -4.329, -3.388], [2.921, -0.394, -0.857], [-5.259, -4.586, -4.537], [4.208, -3.692, -1.336], [-6.078, -5.254, -4.989], [4.005, -4.622, -0.807], [-0.375, -4.570, 2.151], [3.145, -2.724, -1.102], [1.259, 0.008, 5.003], [1.131, 3.752, 0.627], [-1.815, -0.274, 3.723], [-3.570, -0.871, 7.266], [-3.460, 1.709, 2.029], [0.273, 2.958, -2.984], [2.384, 1.855, 0.700], [6.319, -3.130, -1.420], [0.354, 5.272, 0.188], [-1.602, -0.517, 1.084], [4.294, -3.912, -2.406], [5.030, -1.567, -0.858], [-2.132, -3.520, -2.854], [-4.701, 0.951, 3.050], [-4.954, -1.629, 6.425], [1.048, 1.861, -4.604], [-0.915, -2.665, 1.736], [-0.873, 4.535, -3.782], [-1.253, -1.314, -2.284], [6.006, 0.311, -0.737], [2.121, 5.171, 0.230], [6.982, -1.097, -0.411], [-1.337, -0.991, 5.960], [-0.070, 5.821, -1.955], [-4.240, -3.753, -3.976], [0.993, -3.520, 1.679], [5.997, -0.662, -0.257], [0.563, -1.329, 0.694], [-1.116, 0.757, 0.646], [1.903, -2.990, -1.799], [-0.624, 3.427, 3.628], [-1.551, 2.866, -0.298], [0.704, 5.191, -2.396], [0.766, 4.392, -4.427], [0.161, 4.309, -3.521], [-3.447, -1.061, 5.196], [-1.906, 4.675, -1.147], [-1.015, 3.152, 2.649], [-3.873, -1.554, 6.476], [1.944, -2.670, -2.846], [5.431, -2.972, -0.809], [-3.378, 3.793, -0.664], [-3.025, 1.211, -0.687], [-2.074, 2.939, 2.748], [5.847, -0.547, 0.821], [-2.258, -2.126, -2.889], [-3.023, -5.406, -3.353], [0.801, 0.152, -0.463], [1.074, -2.493, -1.319], [-3.429, -2.529, 6.667], [-4.104, 0.844, 2.144], [5.665, -3.266, 0.220], [3.572, 0.914, -0.799], [1.472, -1.205, 3.318], [-0.156, -4.096, 0.448], [-0.002, 1.560, 2.096], [-2.492, 3.277, -2.105], [-1.247, -3.954, -2.406], [-3.106, -0.836, 2.288], [-3.388, -1.559, -3.484], [-4.371, -2.364, -4.023]], "forces_ev_per_angstrom": [[-0.06, 0.00, 0.03], [-0.01, -0.04, 0.02], [-3.36, 1.34, 0.20], [0.01, 0.03, 0.01], [-0.09, 0.04, 0.05], [0.02, 0.03, -0.01], [0.02, -0.03, 0.00], [0.00, -0.04, -0.03], [-0.14, -0.23, -0.01], [0.09, 0.03, 0.13], [0.04, 0.00, 0.05], [-0.31, 0.26, -0.45], [-0.23, 0.56, -0.09], [0.10, 0.37, 0.14], [-0.37, -0.18, -0.49], [0.06, -0.02, -0.05], [-0.09, 0.18, 0.01], [-0.19, -0.22, 0.35], [0.76, -0.19, -0.03], [-0.03, 0.01, 0.02], [0.11, -0.06, -0.03], [0.35, 0.16, 0.16], [0.22, 0.76, -0.59], [-0.03, -0.12, 0.05], [-0.14, 0.06, -0.04], [-0.10, -0.10, 0.01], [-0.10, -0.02, -0.03], [-0.04, 0.04, 0.01], [-0.01, 0.04, 0.01], [0.33, -0.54, -0.05], [-0.10, 0.00, -0.06], [-0.81, 0.60, 0.49], [-0.24, -0.18, -0.12], [0.06, 0.00, 0.00], [0.07, 0.05, 0.04], [0.00, -0.01, -0.03], [-0.01, 0.00, 0.01], [0.06, 0.13, 0.05], [0.06, 0.11, -0.06], [0.01, 0.05, -0.04], [-0.31, -0.09, 0.10], [0.00, 0.03, -0.03], [-0.01, 0.04, 0.02], [0.18, -0.15, 0.17], [-0.03, 0.15, 0.02], [-0.01, -0.02, 0.01], [-0.01, -0.02, -0.03], [0.91, -1.95, -0.01], [-0.01, 0.04, 0.00], [-0.09, 0.00, -0.08], [0.12, 0.13, 0.02], [0.04, -0.02, 0.03], [-0.01, 0.00, -0.05], [-0.03, 0.05, 0.01], [0.36, -0.91, 0.59], [0.01, 0.00, 0.00], [0.10, 0.20, -0.03], [0.07, -0.08, 0.00], [0.00, -0.01, -0.01], [-0.01, -0.05, 0.01], [-0.01, -0.17, 0.05], [0.01, -0.05, 0.05], [0.27, 0.22, 0.14], [-0.01, -0.02, 0.04], [0.08, 0.09, 0.02], [1.63, 0.62, -0.89], [1.45, -0.18, -0.49], [-0.04, 0.10, 0.01], [0.04, -0.06, -0.01], [0.00, 0.02, -0.01], [0.08, 0.08, -0.09], [0.00, -0.04, 0.00], [-0.04, 0.09, -0.01], [-0.06, -0.02, -0.05], [0.02, -0.03, 0.04], [0.16, 0.20, -0.01], [0.08, -0.04, 0.12], [0.05, 0.01, 0.00], [0.02, -0.08, 0.00], [0.02, 0.01, 0.00], [0.15, 0.13, 0.08], [-0.01, -0.08, -0.06], [-0.02, 0.02, -0.02], [-0.23, -0.27, -0.09], [0.02, 0.01, -0.01], [-0.68, -0.87, 0.84], [-0.08, -0.03, 0.05], [-0.02, 0.00, -0.03], [-0.03, -0.02, -0.01], [-0.04, 0.05, 0.00], [0.13, 0.16, -0.16], [-0.01, 0.02, -0.06], [0.02, -0.04, -0.04], [-0.61, -0.23, 0.23], [0.00, 0.02, -0.01], [-0.05, -0.04, 0.03], [0.45, 0.23, -0.09], [0.14, 0.13, 0.09], [-0.06, -0.11, -0.03]], "homo_energy_ev": [-9.6, -9.4], "s2": 0.80, "multiplicity": 2, "charge": 1}

---

{"formula": "C4H8O4", "method": "wB97M-V/def2-TZVPD", "symbols": ["H", "H", "C", "C", "H", "O", "C", "H", "H", "C", "O", "H", "O", "H", "H", "O"], "xyz": [[-0.536, -0.798, 2.660], [-0.671, 2.902, -1.013], [-0.589, -0.942, 0.467], [-0.644, -1.650, 1.978], [1.510, 0.101, 0.671], [-1.728, -2.391, 2.353], [0.898, -0.447, 0.020], [-0.854, -1.818, -0.154], [-1.363, 1.987, 0.036], [1.137, 0.497, -1.274], [0.463, 1.522, -1.544], [0.249, -2.368, 1.959], [2.150, 0.145, -1.952], [-1.367, -0.172, 0.509], [1.409, -1.346, 0.036], [-1.283, 2.821, -0.339]], "forces_ev_per_angstrom": [[0.80, 0.34, 0.34], [2.16, -1.22, -1.72], [1.26, -0.51, 1.52], [-0.14, -0.92, -0.96], [0.09, 1.20, 2.06], [0.01, 0.57, -0.82], [-3.48, 1.26, -1.10], [-0.17, 0.78, -0.23], [0.65, -2.46, 0.22], [1.10, -1.27, -0.95], [-0.03, -0.83, 0.60], [0.09, 1.04, 0.20], [-0.28, -0.09, 0.48], [0.07, -0.09, -0.47], [1.32, -1.87, -1.14], [-3.42, 4.08, 1.99]], "relative_energy_ev": 1.588, "homo_energy_ev": 0.5, "charge": -2}

---

Going through the records in order, we get F_max values of 5.2; 4.3; 3.1; 5.0; 3.6; 5.7 eV/A.